Entry from the Open Molecules 2025 dataset: 12 unconnected molecules or ions with the total composition H24O12 (ωB97M-V/def2-TZVPD).

```
36
H24O12, DFT ωB97M-V/def2-TZVPD
O -1.64082 1.48989 2.88884
H 3.31834 -0.95450 -2.03601
H -0.25924 0.37379 -0.97605
H -2.49740 -2.18829 3.40126
H 0.23737 -0.50213 0.16245
H 1.58380 3.94905 0.25858
O 0.74979 -1.59950 -3.09204
H 2.82023 -2.30958 -1.56095
O 0.12045 -3.47571 0.43577
H 0.84938 -0.65326 -3.24599
H 1.30279 2.87748 1.29916
H -0.47846 -3.41263 1.18831
H -4.15738 3.12425 -1.21495
H -3.40855 1.75624 0.14571
H 0.13578 -1.65319 -2.35103
H -2.07317 3.82261 -4.19210
H -2.13002 0.69025 2.66469
H -0.79700 1.16324 3.22090
H -1.08882 -2.57494 3.82130
O -0.11821 0.37441 -0.02258
O -1.53814 3.14924 -3.75701
O -1.74535 -2.72784 3.13240
H 2.84878 -4.35568 0.41586
O -2.76663 1.36154 -0.45523
H 4.16644 -3.70587 0.80519
H 3.73617 0.50295 2.33682
H -2.06233 2.01727 -0.50972
H -0.00190 -4.37580 0.11350
O 3.21605 -3.54626 0.78863
O 2.71252 -1.66645 -2.27072
H -5.11612 1.95036 -1.32834
O -4.17986 2.17424 -1.37612
H -1.13707 2.66166 -4.48530
H 4.15398 1.95927 2.45762
O 1.00737 3.19808 0.43955
O 4.23723 1.10579 2.89764
```

Calculated values
Relative energy (zero: lowest compared OMol25 entry of this formula, charge and spin)   622.0 kJ/mol
LUMO energy   0.173 eV
Structure (SMILES)   O.O.O.O.O.O.O.O.O.O.O.O
Total energy   -917.0884 Eh

Here are the Löwdin charges for atoms 1 to 6, given in e:
1 O -0.059
2 H 0.045
3 H 0.026
4 H 0.040
5 H 0.026
6 H 0.031